Molecular formula: C26H68AsF12N6O9S2Ti
Method: DFT, ωB97M-V/def2-TZVPD

Computed properties:
- E (eV) = -193626.9981
- <S²> = 3.75
- multiplicity = 4
- net charge = +4
- max |F| (eV Å⁻¹) = 4.53

Each line ends with the Mulliken charge.
Geometry (Å):
Ti -13.94709 -11.47678 -8.11515  0.55
C -16.20462 -14.67814 -6.17453  0.61
F -16.76179 -15.41441 -5.22488  -0.20
F -14.93489 -15.00605 -6.22471  -0.19
F -16.82468 -14.89470 -7.36820  -0.12
S -16.17088 -12.71362 -5.80366  0.37
O -17.38441 -12.48108 -5.05514  -0.44
O -14.94207 -12.51074 -5.09379  -0.50
N -15.99419 -12.11512 -7.43467  0.55
S -17.42150 -11.69458 -7.91204  -0.05
O -18.51662 -12.67833 -7.74667  -0.01
O -17.73530 -10.32653 -7.62321  -0.54
C -16.98564 -11.68846 -9.80235  0.27
F -15.93145 -10.82105 -10.03045  -0.10
F -16.64392 -12.96092 -10.18815  -0.24
F -18.08373 -11.31921 -10.40078  -0.15
C -19.23674 -17.97163 -8.55964  -1.53
C -19.54230 -16.69765 -7.77582  0.20
N -20.96641 -16.57276 -7.12076  0.34
C -21.03874 -17.74412 -6.14241  -1.14
C -21.17321 -15.26589 -6.40052  -0.38
C -19.92016 -14.85515 -5.54230  -1.32
C -22.09799 -17.02185 -8.10323  -0.67
C -22.50947 -15.88958 -9.06941  -0.98
O -21.34668 -15.21575 -9.54488  -0.11
C -21.52279 -13.88105 -10.22113  -0.70
H -19.74200 -17.88456 -9.52153  0.44
H -19.65547 -18.84325 -8.05661  0.31
H -18.19842 -18.08815 -8.87014  0.44
H -19.56723 -15.88218 -8.49865  0.08
H -18.80691 -16.48302 -7.00044  0.20
H -21.14955 -18.74978 -6.54796  0.45
H -21.81133 -17.68827 -5.37554  0.40
H -20.13792 -17.66777 -5.53349  0.45
H -22.02752 -15.50507 -5.76723  0.42
H -21.49744 -14.47007 -7.07109  0.19
H -19.06329 -14.46898 -6.09436  0.29
H -19.69841 -15.57967 -4.75872  0.56
H -20.21728 -14.14407 -4.77147  0.29
H -23.03237 -17.08050 -7.54503  0.40
H -21.84576 -18.02270 -8.45362  0.54
H -23.06353 -15.08238 -8.59030  0.50
H -23.15839 -16.23576 -9.87388  0.53
H -20.57580 -13.61294 -10.68956  0.00
H -21.90589 -13.06391 -9.60989  0.34
H -22.19318 -14.07236 -11.05904  0.40
C -16.12496 -7.38024 -11.23879  -1.67
C -17.15660 -7.14594 -10.22470  0.46
C -18.50220 -7.79587 -10.59076  -0.86
O -19.11277 -8.60850 -9.60939  -0.19
C -20.53004 -8.74071 -9.74758  -0.86
N -16.68624 -7.70427 -8.87956  -0.03
H -17.28408 -8.49954 -8.70570  -0.04
H -15.71175 -7.96402 -8.82487  0.29
H -16.86048 -7.01645 -8.16078  0.41
H -15.73564 -8.39484 -11.32316  0.36
H -15.21228 -6.93299 -10.84500  0.48
H -16.31949 -6.94540 -12.21918  0.42
H -17.39185 -6.10491 -10.00331  0.39
H -18.41322 -8.33095 -11.53621  0.37
H -19.14533 -7.01412 -10.99492  0.59
H -21.06171 -9.00779 -10.66087  0.37
H -20.88644 -7.78148 -9.37214  0.38
H -20.71598 -9.60550 -9.11067  0.16
C -13.43656 -9.04921 -4.71021  -1.32
C -11.93465 -9.52436 -4.88242  0.06
C -11.75158 -10.98711 -5.11693  -0.80
O -11.94445 -11.41020 -6.45428  -0.05
C -11.58206 -12.80211 -6.73005  -0.90
N -11.26984 -8.55692 -5.95074  -0.26
H -10.36544 -8.97203 -6.12346  0.35
H -11.84587 -8.46026 -6.77472  0.26
H -11.13620 -7.61832 -5.60248  0.38
H -14.09367 -9.32179 -5.53605  0.15
H -13.48429 -7.96063 -4.68165  0.48
H -13.94371 -9.40132 -3.81193  0.40
H -11.43717 -9.32305 -3.93369  0.40
H -12.36075 -11.56464 -4.42162  0.37
H -10.78643 -11.32390 -4.73855  0.52
H -12.07509 -13.38530 -5.95230  0.36
H -10.50614 -12.87927 -6.57340  0.34
H -11.77665 -13.17640 -7.73511  0.30
C -20.82593 -10.35242 -2.94240  -1.26
C -19.49604 -10.80129 -3.52159  0.84
C -18.74328 -9.62216 -4.10192  -0.62
O -18.44734 -8.59633 -3.09938  -0.43
C -17.41209 -7.74433 -3.56735  -0.59
N -18.66762 -11.49719 -2.40751  -0.11
H -18.14807 -10.81640 -1.87207  0.37
H -19.37180 -11.92999 -1.82707  0.40
H -18.01533 -12.19966 -2.72553  0.25
H -21.31280 -11.12128 -2.34247  0.41
H -21.48706 -9.94653 -3.70807  0.40
H -20.77036 -9.44424 -2.34223  0.36
H -19.56787 -11.61276 -4.24579  -0.44
H -19.26212 -9.27354 -4.99487  0.56
H -17.81786 -10.11276 -4.40359  0.19
H -17.70499 -7.25201 -4.49468  0.25
H -16.49737 -8.33689 -3.55142  0.19
H -17.38842 -6.97241 -2.79815  0.35
C -16.21632 -14.38555 -15.39603  -1.38
C -17.05020 -14.16177 -14.10354  0.15
C -17.29974 -15.42080 -13.27060  -0.88
O -17.74789 -15.08847 -11.98210  -0.22
C -18.08620 -16.11775 -11.10386  -0.39
N -16.32626 -13.02542 -13.35339  0.04
H -17.03107 -12.79345 -12.66816  0.12
H -15.50064 -13.26916 -12.82514  0.26
H -16.22329 -12.16824 -13.87754  0.42
H -16.40700 -13.50680 -16.01210  0.44
H -16.61885 -15.27269 -15.88496  0.41
H -15.15760 -14.63586 -15.32846  0.36
H -18.01293 -13.69934 -14.32125  0.34
H -16.34102 -15.91800 -13.12309  0.47
H -18.02437 -16.11059 -13.70327  0.49
H -19.08827 -16.54154 -11.16996  0.25
H -17.86761 -15.93097 -10.05246  -0.25
H -17.43681 -16.98368 -11.23251  0.48
As -12.52024 -13.04855 -11.11850  1.98
F -13.52431 -11.48259 -11.16334  -0.56
F -11.25455 -12.29865 -10.09251  -0.51
F -11.56858 -14.54608 -11.01786  -0.44
F -13.77266 -13.65492 -12.26441  -0.64
F -11.61664 -12.57090 -12.62876  -0.47
F -13.39675 -13.53121 -9.62104  -0.45